Entry 1:
Formula: C9H10N2O3S
Source: the OMol25 dataset
Level of theory: ωB97M-V/def2-TZVPD

```
25
Properties=species:S:1:pos:R:3:nbo_charge:R:1
C 0.946 -2.870 0.225 -0.68
C 1.260 -1.285 -0.137 0.02
C 2.805 -0.782 -0.517 -0.02
N 3.041 0.708 -0.833 -0.55
C 1.921 1.731 -0.834 0.04
C 0.353 1.350 -0.465 -0.16
C -0.035 -0.229 -0.076 -0.11
C -1.548 -0.719 0.346 0.70
O -1.992 -0.393 1.590 -0.45
O -2.469 -1.514 -0.480 -0.37
N -2.810 -0.855 -1.614 -0.22
C -2.480 -1.714 -2.670 0.25
S -1.999 -2.980 -3.753 0.10
H 1.840 -3.595 -0.090 0.24
H -0.030 -3.289 -0.266 0.25
H 0.832 -2.923 1.391 0.26
H 3.701 -1.565 -0.514 0.26
H 4.049 0.961 -1.062 0.45
H 2.165 2.842 -1.116 0.27
H -0.497 2.172 -0.475 0.32
C -1.796 3.021 2.252 -0.23
O -1.325 4.101 1.646 -0.73
H -2.396 3.175 3.166 0.14
H -2.472 2.370 1.672 0.10
H -1.061 2.282 2.613 0.11
```

Computed properties:
HOMO energy   -5.69 eV
HOMO-LUMO gap   2.97 eV
Total charge   0
LUMO level   -0.100 Ha
Energy relative to the best compared isomer or geometry (same formula, charge and spin)   417.80 kcal per mole



Entry 2:
Formula: C9H10N2OS2
Source: the OMol25 dataset
Level of theory: ωB97M-V/def2-TZVPD

```
24
Properties=species:S:1:pos:R:3:nbo_charge:R:1
C 1.680 -0.258 2.635 -0.17
C 2.408 -1.295 2.084 -0.31
C 0.798 0.514 1.958 -0.26
C 2.218 -1.436 0.711 0.08
C 0.644 0.238 0.481 0.36
C -2.129 -0.299 1.040 -0.36
C -2.390 0.822 -1.411 -0.49
C -0.842 0.352 -1.391 0.38
C -0.239 1.089 -2.578 -0.63
N 1.360 -0.800 -0.069 -0.56
N -0.374 0.878 -0.108 -0.51
O -0.684 -0.972 -1.654 -0.75
S -1.846 -0.713 2.522 0.29
S -3.223 -0.305 -0.158 0.47
H 1.765 -0.141 3.688 0.20
H 3.007 -1.877 2.750 0.23
H 0.317 1.381 2.425 0.23
H 2.622 -2.353 0.286 0.19
H -2.368 1.839 -1.115 0.24
H -2.799 0.685 -2.405 0.23
H -0.725 0.805 -3.450 0.21
H 0.779 0.714 -2.696 0.23
H -0.132 2.238 -2.360 0.21
H 0.153 -1.106 -1.183 0.50
```

Computed properties:
HOMO energy (alpha / beta)   -7.77 / -7.77 eV
HOMO-LUMO gap (alpha / beta)   6.67 / 6.67 eV
Total charge   0
LUMO level (alpha / beta)   -0.040 / -0.040 Ha
Energy relative to the best compared isomer or geometry (same formula, charge and spin)   44.58 kcal per mole



Entry 3:
Formula: C9H10N3O
Source: the OMol25 dataset
Level of theory: ωB97M-V/def2-TZVPD

```
23
Properties=species:S:1:pos:R:3:nbo_charge:R:1
C -2.548 -0.538 -3.366 -0.06
C -1.202 -0.956 -3.073 -0.23
C -3.029 0.590 -2.789 -0.27
C -0.509 -0.313 -2.051 -0.10
C -2.328 1.285 -1.862 -0.06
C -1.041 0.817 -1.336 0.01
C 1.944 1.752 0.299 0.23
C 0.729 0.286 1.706 0.36
C 1.395 -0.978 3.757 -0.29
N 1.005 1.772 -0.571 -0.07
N -0.192 1.562 -0.637 0.05
N 1.830 0.977 1.462 -0.63
O 0.554 -0.492 2.680 -0.46
H -3.107 -1.172 -4.134 0.25
H -0.842 -1.884 -3.410 0.24
H -3.985 1.091 -3.263 0.26
H 0.454 -0.673 -1.690 0.23
H -2.623 2.428 -1.585 0.26
H 2.911 2.217 0.039 0.24
H 0.628 -1.311 4.548 0.24
H 2.039 -0.167 4.037 0.18
H 1.979 -1.892 3.424 0.22
H 2.611 0.913 2.021 0.40
```

Computed properties:
HOMO energy (alpha / beta)   -11.90 / -11.90 eV
HOMO-LUMO gap (alpha / beta)   6.21 / 6.21 eV
Total charge   +1
LUMO level (alpha / beta)   -0.209 / -0.209 Ha
Energy relative to the best compared isomer or geometry (same formula, charge and spin)   141.86 kcal per mole



Entry 4:
Formula: C9H10N3O2S
Source: the OMol25 dataset
Level of theory: ωB97M-V/def2-TZVPD

```
25
Properties=species:S:1:pos:R:3:nbo_charge:R:1
C 1.457 0.087 0.003 0.23
C -0.620 0.919 -3.008 -0.23
C -1.816 0.248 -2.661 -0.08
C 0.496 0.825 -2.271 -0.10
C -1.866 -0.491 -1.512 -0.27
C 0.430 0.093 -1.038 -0.19
C -0.836 -0.420 -0.656 0.22
C -1.930 -1.616 1.114 -0.43
C 0.527 0.662 2.579 -0.74
N 2.594 0.551 0.025 -0.30
N 3.565 0.491 1.151 0.65
N -0.794 -0.931 0.646 -0.60
O 4.443 -0.303 1.117 -0.26
O 3.257 1.277 1.999 -0.34
S 0.598 -0.840 1.427 1.01
H -0.685 1.459 -3.985 0.25
H -2.661 0.244 -3.204 0.23
H 1.408 1.284 -2.506 0.24
H -2.736 -1.129 -1.325 0.24
H -2.327 -2.340 0.343 0.23
H -1.717 -2.070 2.115 0.24
H -2.721 -1.015 1.452 0.22
H 1.021 1.447 1.998 0.26
H -0.367 1.096 2.924 0.27
H 1.279 0.475 3.273 0.26
```

Computed properties:
HOMO energy   -12.81 eV
HOMO-LUMO gap   8.20 eV
Total charge   +1
LUMO level   -0.169 Ha
Energy relative to the best compared isomer or geometry (same formula, charge and spin)   64.11 kcal per mole



Entry 5:
Formula: C9H10N4S
Source: the OMol25 dataset
Level of theory: ωB97M-V/def2-TZVPD

```
24
Properties=species:S:1:pos:R:3:nbo_charge:R:1
C 1.959 -1.253 1.571 -0.43
N 2.468 -0.340 0.554 -0.38
C 3.404 0.680 0.545 -0.09
C 3.491 1.272 -0.772 -0.11
N 2.909 0.396 -1.670 -0.43
C 2.202 -0.373 -0.807 0.21
S 0.799 -1.513 -1.271 0.29
C -0.631 -0.729 -0.704 0.00
C -0.926 0.682 -0.595 -0.24
C -2.112 1.115 -0.144 -0.20
C -3.098 0.243 0.052 0.10
N -4.395 0.710 0.000 -0.81
C -2.821 -1.066 -0.247 -0.03
N -1.579 -1.584 -0.420 -0.42
H 2.528 -1.103 2.632 0.22
H 0.973 -0.829 1.775 0.24
H 2.313 -2.364 1.171 0.26
H 3.972 1.041 1.373 0.21
H 4.339 1.991 -0.943 0.21
H -0.234 1.380 -1.034 0.23
H -2.313 2.213 -0.024 0.22
H -4.700 1.436 -0.623 0.39
H -5.070 -0.091 -0.124 0.37
H -3.479 -1.915 -0.296 0.20
```

Computed properties:
HOMO energy   -7.87 eV
HOMO-LUMO gap   8.62 eV
Total charge   0
LUMO level   0.028 Ha
Energy relative to the best compared isomer or geometry (same formula, charge and spin)   77.45 kcal per mole



Entry 6:
Formula: C9H10O
Source: the OMol25 dataset
Level of theory: ωB97M-V/def2-TZVPD

```
20
Properties=species:S:1:pos:R:3:nbo_charge:R:1
C 1.291 -0.716 0.475 -0.18
C 1.107 -0.976 -0.893 -0.24
C -1.183 -0.186 -0.920 -0.26
C 0.152 -0.296 1.086 -0.27
C -0.996 -0.063 0.418 -0.05
C -0.123 -0.755 -1.601 0.02
C -0.513 0.035 2.288 0.27
C -0.301 -1.157 -3.085 -0.65
C 0.094 2.202 2.353 -0.26
O -0.410 1.125 3.030 -0.47
H 2.179 -1.027 1.002 0.21
H 1.988 -1.057 -1.508 0.21
H -2.093 -0.158 -1.424 0.20
H -1.054 -0.831 2.887 0.22
H -1.111 -0.577 -3.568 0.22
H 0.559 -0.715 -3.656 0.22
H -0.238 -2.234 -3.206 0.23
H 0.411 3.051 2.870 0.20
H -0.713 2.504 1.690 0.19
H 0.953 1.830 1.763 0.18
```

Computed properties:
HOMO energy   -8.07 eV
HOMO-LUMO gap   8.95 eV
Total charge   0
LUMO level   0.032 Ha
Energy relative to the best compared isomer or geometry (same formula, charge and spin)   70.61 kcal per mole



Entry 7:
Formula: C9H10O2
Source: the OMol25 dataset
Level of theory: ωB97M-V/def2-TZVPD

```
21
Properties=species:S:1:pos:R:3:nbo_charge:R:1
C 0.062 -2.567 -1.330 -0.27
C -0.991 -1.844 -1.887 -0.17
C -1.474 -0.676 -1.240 -0.25
C -0.882 -0.474 0.121 0.31
O -1.413 0.525 0.841 -0.52
C -0.312 1.431 1.285 -0.10
C 0.518 2.046 0.177 0.01
C 1.985 1.596 0.148 -0.10
O 1.590 2.764 0.937 -0.50
C -0.018 -1.301 0.743 -0.33
C 0.444 -2.433 -0.076 -0.19
H 0.388 -3.135 -2.235 0.23
H -1.314 -1.987 -2.870 0.20
H -2.131 0.053 -1.665 0.22
H -0.852 2.286 1.683 0.21
H 0.355 1.092 2.100 0.21
H 0.207 2.748 -0.575 0.22
H 2.187 0.706 0.599 0.18
H 2.602 1.600 -0.841 0.19
H -0.183 -1.187 1.842 0.24
H 1.332 -3.150 0.098 0.22
```

Computed properties:
HOMO energy   -8.96 eV
HOMO-LUMO gap   9.84 eV
Total charge   0
LUMO level   0.032 Ha
Energy relative to the best compared isomer or geometry (same formula, charge and spin)   104.57 kcal per mole



Entry 8:
Formula: C9H10O3S
Source: the OMol25 dataset
Level of theory: ωB97M-V/def2-TZVPD

```
23
Properties=species:S:1:pos:R:3:nbo_charge:R:1
C 2.473 0.383 1.633 -0.77
S 0.839 1.230 2.121 0.24
C 0.017 0.865 0.477 -0.34
C 0.696 1.805 -0.618 0.45
O 1.696 1.495 -1.236 -0.52
C -1.355 1.412 0.653 0.77
O -1.579 2.588 0.752 -0.56
O -2.262 0.458 0.522 -0.47
C -1.706 -0.800 0.319 0.09
C -2.146 -1.393 -0.960 -0.26
C -1.120 -1.522 -1.801 -0.13
C 0.167 -1.011 -1.213 -0.46
C -0.055 -0.608 0.204 -0.28
H 2.712 -0.543 2.175 0.22
H 3.431 0.921 1.963 0.24
H 2.611 0.327 0.536 0.25
H 0.086 2.653 -0.888 0.16
H -1.972 -1.448 1.130 0.18
H -3.159 -1.580 -0.804 0.23
H -0.952 -1.875 -2.799 0.22
H 0.924 -1.921 -1.256 0.23
H 0.424 -0.137 -1.915 0.25
H 0.230 -1.298 1.005 0.25
```

Computed properties:
HOMO energy   -9.14 eV
HOMO-LUMO gap   9.35 eV
Total charge   0
LUMO level   0.007 Ha
Energy relative to the best compared isomer or geometry (same formula, charge and spin)   34.19 kcal per mole



Entry 9:
Formula: C9H10O3S
Source: the OMol25 dataset
Level of theory: ωB97M-V/def2-TZVPD

```
23
Properties=species:S:1:pos:R:3:nbo_charge:R:1
C 1.521 2.211 -1.746 -0.25
C 0.214 2.843 -1.400 -0.21
C 1.871 0.904 -1.873 -0.12
C 1.228 -0.350 -1.677 -0.35
C -1.000 2.458 -1.624 -0.34
C -0.826 -0.837 2.827 -0.12
C 0.604 -0.643 -0.565 0.21
C -0.339 -1.940 2.110 0.03
C -0.765 -2.191 0.615 -0.09
O -2.854 1.144 -0.545 -0.93
O -1.316 -2.149 3.093 -0.47
O 0.168 -1.907 -0.405 -0.49
S -2.407 1.775 -1.825 1.15
H 2.197 2.975 -1.743 0.20
H 0.433 3.871 -0.931 0.24
H 2.944 0.778 -1.943 0.21
H 1.607 -1.209 -2.162 0.23
H -0.236 -0.363 3.594 0.17
H -1.483 -0.104 2.469 0.19
H 0.554 0.068 0.188 0.18
H 0.647 -2.287 2.254 0.18
H -1.724 -1.737 0.542 0.19
H -1.038 -3.310 0.748 0.20
```

Computed properties:
HOMO energy   -8.68 eV
HOMO-LUMO gap   8.32 eV
Total charge   0
LUMO level   -0.013 Ha
Energy relative to the best compared isomer or geometry (same formula, charge and spin)   132.52 kcal per mole



Entry 10:
Formula: C9H10OP2
Source: the OMol25 dataset
Level of theory: ωB97M-V/def2-TZVPD

```
22
Properties=species:S:1:pos:R:3:nbo_charge:R:1
O -1.046 2.576 -0.112 -0.51
C -0.246 1.696 0.030 0.55
C 0.600 1.618 1.269 -0.69
P 0.530 -0.086 2.404 0.65
P 0.049 -2.122 2.670 0.08
C -1.145 -0.642 2.698 -1.02
C -0.092 0.577 -0.909 -0.17
C -1.161 -0.060 -1.408 -0.16
C -0.969 -1.087 -2.346 -0.21
C 0.310 -1.505 -2.719 -0.18
C 1.455 -0.815 -2.182 -0.21
C 1.192 0.184 -1.301 -0.20
H 0.375 2.479 1.996 0.26
H 1.667 1.528 1.000 0.24
H 0.832 0.573 3.693 0.00
H -1.699 -0.264 3.675 0.24
H -1.913 -0.543 1.821 0.23
H -2.088 0.311 -1.040 0.23
H -1.868 -1.660 -2.605 0.22
H 0.502 -2.268 -3.462 0.22
H 2.522 -1.040 -2.236 0.22
H 2.191 0.548 -0.939 0.21
```

Computed properties:
HOMO energy   -7.50 eV
HOMO-LUMO gap   6.99 eV
Total charge   0
LUMO level   -0.018 Ha
Energy relative to the best compared isomer or geometry (same formula, charge and spin)   2.70 kcal per mole



Entry 11:
Formula: C9H11BN2
Source: the OMol25 dataset
Level of theory: ωB97M-V/def2-TZVPD

```
23
Properties=species:S:1:pos:R:3:nbo_charge:R:1
B -1.153 1.230 0.134 0.58
C -1.591 2.544 -0.513 -0.10
C 3.811 0.668 -0.243 -0.22
C 3.281 0.661 1.048 -0.20
C 3.055 0.820 -1.360 -0.20
C 1.878 0.702 1.147 -0.30
C 1.653 0.997 -1.162 -0.30
C 1.092 0.975 0.046 0.17
C -1.492 -1.232 0.697 -0.39
C -3.382 0.150 -0.012 -0.38
N -1.758 3.509 -1.120 -0.32
N -1.929 0.097 0.346 -0.69
H 4.917 0.507 -0.164 0.23
H 3.719 0.457 2.037 0.23
H 3.454 1.020 -2.399 0.24
H 1.468 0.736 2.170 0.23
H 1.025 1.347 -1.874 0.23
H -2.101 -1.621 1.563 0.19
H -1.715 -1.771 -0.184 0.19
H -0.455 -1.349 0.845 0.21
H -3.933 -0.070 0.855 0.19
H -3.405 1.118 -0.324 0.22
H -3.743 -0.456 -0.762 0.19
```

Computed properties:
HOMO energy (alpha / beta)   -5.31 / -9.68 eV
Spin multiplicity   3
HOMO-LUMO gap (alpha / beta)   5.94 / 6.66 eV
Total charge   0
LUMO level (alpha / beta)   0.023 / -0.111 Ha



Entry 12:
Formula: C9H11Cl
Source: the OMol25 dataset
Level of theory: ωB97M-V/def2-TZVPD

```
21
Properties=species:S:1:pos:R:3:nbo_charge:R:1
C 2.439 1.549 -0.169 -0.43
C 1.283 1.231 0.467 0.04
C 0.629 1.454 1.787 -0.43
C -0.030 0.650 0.658 -0.08
C -0.694 -0.649 0.419 -0.10
C -0.287 -2.016 0.068 -0.39
C -1.270 -1.805 1.126 -0.39
C -1.325 0.446 -0.365 0.05
C -1.204 0.505 -1.850 -0.63
Cl -2.863 1.038 0.288 -0.04
H 2.551 1.462 -1.229 0.21
H 3.061 2.070 0.475 0.20
H 0.941 0.944 2.674 0.22
H 0.205 2.534 1.979 0.22
H 0.784 -2.318 0.355 0.21
H -0.617 -2.481 -0.740 0.21
H -2.270 -1.935 0.795 0.22
H -1.066 -2.111 2.143 0.22
H -0.147 0.422 -2.061 0.23
H -1.533 1.405 -2.150 0.22
H -1.941 -0.136 -2.292 0.22
```

Computed properties:
HOMO energy   -8.75 eV
HOMO-LUMO gap   9.64 eV
Total charge   0
LUMO level   0.033 Ha
Energy relative to the best compared isomer or geometry (same formula, charge and spin)   38.21 kcal per mole